Density functional theory data (ωB97M-V/def2-TZVPD) for C21H24NPt as an isolated structure.

```
! RIJCOSX wB97M-V def2-TZVPD def2/J DEFGRID3
* xyz 1 5
Pt 0.821 -0.795 0.663
N 0.412 -2.013 -1.064
C 2.064 1.029 1.175
C 0.030 -1.546 2.378
C -1.992 -1.375 1.216
C -0.992 2.524 -2.293
C 2.748 -0.201 0.752
C 3.489 -6.336 -0.089
C 1.681 1.755 -0.009
C 2.603 -5.856 0.885
C -0.433 -0.139 2.426
C -2.127 2.523 -1.313
C 1.988 0.962 -1.145
C -1.938 3.195 -0.042
C -2.951 1.277 -1.308
C -1.705 -0.090 1.739
C 1.830 -4.733 0.646
C -0.919 -2.262 1.533
C 1.115 -2.948 -0.874
C 3.590 -5.676 -1.323
C 2.609 -0.251 -0.708
C 1.916 -4.075 -0.624
C 2.804 -4.550 -1.604
H 1.163 -4.319 1.396
H -0.880 3.247 0.273
H -0.095 2.992 -1.875
H 2.877 -4.035 -2.543
H 3.126 -0.984 1.410
H -3.408 1.067 -0.318
H -0.027 0.617 3.109
H 0.962 -1.907 2.813
H 1.799 1.232 -2.175
H -3.799 1.432 -2.032
H -2.238 4.242 -0.162
H -2.356 0.787 1.685
H 2.033 1.380 2.211
H -2.536 2.745 0.761
H 2.516 -6.363 1.850
H -0.908 -3.334 1.391
H 3.091 -0.986 -1.333
H -2.912 -1.651 0.729
H 4.298 -6.041 -2.094
H 1.321 2.786 -0.035
H 4.096 -7.212 0.108
H -0.761 1.519 -2.685
H -1.306 3.118 -3.167
H -2.400 0.381 -1.690
*
```

⟨S²⟩: 6.029
LUMO energy (alpha / beta): -3.411 / -4.979 eV
HOMO level (alpha / beta): -9.43 / -11.90 eV

Density functional theory data (ωB97M-V/def2-TZVPD) for C12H14ClN3OS in the gas phase.

```
! RIJCOSX wB97M-V def2-TZVPD def2/J DEFGRID3
* xyz 0 1
Cl -4.840 1.911 -0.117
S 1.177 0.914 0.820
O -0.354 -1.854 0.118
N 2.982 0.408 -1.126
N 4.327 0.299 -1.173
N 3.870 0.734 0.906
C 6.290 0.454 0.369
C 4.844 0.499 0.060
C -0.474 -3.210 0.498
C -3.781 -0.520 0.385
C 2.749 0.669 0.147
C -1.017 -4.089 -0.625
C -1.448 -1.053 0.084
C 0.172 0.678 -0.709
C -2.737 -1.429 0.443
C -3.539 0.774 -0.037
C -1.213 0.267 -0.344
C -2.260 1.169 -0.395
H -4.776 -0.823 0.667
H 6.425 0.630 1.432
H 0.686 -0.097 -1.274
H -2.020 -3.783 -0.910
H 6.704 -0.519 0.109
H -2.951 -2.430 0.781
H -2.079 2.183 -0.715
H -0.374 -4.009 -1.498
H 4.787 0.101 -2.046
H 6.822 1.219 -0.193
H 0.549 -3.511 0.742
H -1.084 -3.306 1.404
H -1.042 -5.125 -0.299
H 0.184 1.619 -1.254
*
```

LUMO energy: 0.778 eV
HOMO level: -8.21 eV

Density functional theory data (ωB97M-V/def2-TZVPD) for a 2-piece molecular cluster, C9H16N2O3 overall.

```
! RIJCOSX wB97M-V def2-TZVPD def2/J DEFGRID3
* xyz 0 1
O 0.819 -1.866 -0.497
O -1.764 -1.080 -1.058
O 1.749 3.218 -0.531
N 2.225 0.912 -0.259
N 3.039 -2.379 -0.401
C 2.018 2.173 -0.962
C -2.061 -0.370 0.076
C -0.988 1.589 -1.073
C 2.248 -0.146 -1.025
C -1.725 1.096 -0.060
C 2.015 -1.483 -0.541
C -3.614 -0.425 0.180
C 2.124 0.964 1.252
C -1.349 -1.002 1.339
H -4.102 0.170 0.955
H 1.212 0.571 1.509
H 2.742 -3.364 -0.245
H 2.232 2.042 -2.083
H -0.415 0.945 -1.740
H 3.960 -2.277 -0.852
H -2.075 1.731 0.788
H -0.956 2.569 -1.042
H -1.400 -2.044 1.167
H -0.768 -1.225 -1.129
H -0.310 -0.622 1.559
H -4.057 -0.143 -0.782
H 1.935 2.030 1.310
H -3.901 -1.433 0.382
H 3.084 0.618 1.539
H -1.917 -0.769 2.224
*
```

LUMO energy: -0.092 eV
HOMO level: -9.20 eV